31
Properties=species:S:1:pos:R:3:lowdin_charge:R:1 method="wB97M-V/def2-TZVPD" spin_multiplicity=2 s2=0.7543 gap_ev="7.63 / 3.97" total_charge=+1 e_tot_ev=-26297.597 e_lumo_ev="-4.70 / -8.35"
Al -4.383 -3.432 1.067 1.00
O 1.998 0.237 0.412 -0.19
O -2.654 1.032 1.442 0.06
O -3.038 -0.515 0.046 -0.12
O -3.560 -0.822 2.011 -0.15
O -1.347 0.834 -1.596 -0.10
N 0.110 -1.724 0.859 0.36
N -3.154 -0.039 1.178 -0.64
C 0.452 -0.835 1.912 -0.34
C -0.741 0.256 -2.732 -0.29
C 2.467 1.408 -0.303 -0.05
C 0.904 0.504 1.309 -0.12
C 1.544 -1.508 2.709 -0.02
C -0.026 1.466 -3.556 -0.03
H -1.963 0.190 -1.240 0.01
H 1.639 2.038 -0.627 0.09
H -1.472 -0.362 -3.255 0.10
H 1.967 -0.829 3.450 0.10
H -0.392 -0.701 2.589 0.16
H -0.029 -0.515 -2.438 0.08
H 0.132 1.028 0.746 0.12
H 2.396 -1.861 2.128 0.10
H 0.921 -1.652 0.263 0.14
H 3.141 2.049 0.265 0.09
H 0.320 1.208 -4.557 0.07
H -0.837 2.169 -3.744 0.07
H 1.184 -2.391 3.236 0.09
H 1.205 1.161 2.124 0.16
H -0.652 -1.354 0.308 0.13
H 3.131 1.079 -1.103 0.10
H 0.739 1.883 -2.902 0.05